Entry 1:
{
  "formula": "C20H24BBr48FO5PS",
  "method": "the ωB97M-V functional and the def2-TZVPD basis",
  "species": ["O", "C", "F", "C", "C", "O", "B", "P", "O", "O", "O", "C", "S", "H", "H", "H", "H", "H", "H", "H", "H", "C", "Br", "Br", "Br", "H", "C", "Br", "Br", "Br", "H", "C", "Br", "Br", "Br", "H", "C", "Br", "Br", "Br", "H", "C", "Br", "Br", "Br", "H", "C", "Br", "Br", "Br", "H", "C", "Br", "Br", "Br", "H", "C", "Br", "Br", "Br", "H", "C", "Br", "Br", "Br", "H", "C", "Br", "Br", "Br", "H", "C", "Br", "Br", "Br", "H", "C", "Br", "Br", "Br", "H", "C", "Br", "Br", "Br", "H", "C", "Br", "Br", "Br", "H", "C", "Br", "Br", "Br", "H", "C", "Br", "Br", "Br", "H"],
  "xyz": [[1.745, -1.010, 0.270], [1.896, 0.171, -0.137], [3.164, 0.843, 0.041], [0.717, 0.944, -0.884], [-0.173, 1.759, 0.177], [-1.584, 1.433, 0.215], [-2.038, 2.325, 1.333], [-3.957, 2.453, 1.487], [-4.525, 4.083, 1.377], [-4.779, 1.388, 0.407], [-1.260, 3.589, 1.115], [-0.315, 3.373, 0.012], [-1.369, 3.952, -1.449], [0.026, 0.129, -1.331], [1.072, 1.578, -1.774], [0.275, 1.660, 1.227], [-1.656, 1.692, 2.282], [-4.984, 4.267, 0.526], [-4.357, 1.367, -0.488], [0.691, 3.909, 0.070], [-2.223, 4.963, -0.978], [0.900, -4.522, 0.622], [-0.198, -4.288, 2.205], [2.299, -5.839, 0.899], [-0.168, -4.923, -0.947], [1.392, -3.568, 0.436], [-4.680, 0.840, -3.597], [-3.360, 1.965, -2.731], [-5.471, 1.702, -5.150], [-3.955, -0.909, -4.012], [-5.480, 0.685, -2.879], [-0.110, 7.922, -2.507], [-1.233, 8.072, -0.930], [1.232, 6.535, -2.310], [-1.161, 7.683, -4.121], [0.422, 8.866, -2.609], [-1.321, -6.829, 5.615], [-0.285, -7.809, 4.300], [-2.786, -5.853, 4.799], [-1.934, -7.979, 7.053], [-0.655, -6.091, 6.060], [-3.997, -3.301, 1.697], [-4.743, -2.963, 3.455], [-5.365, -3.806, 0.416], [-2.931, -1.809, 1.066], [-3.326, -4.154, 1.796], [-7.945, 0.342, -0.599], [-8.167, -1.538, -0.179], [-7.844, 0.625, -2.516], [-9.309, 1.442, 0.232], [-6.986, 0.653, -0.181], [5.793, 0.068, 2.649], [6.406, -1.663, 3.274], [5.166, 1.181, 4.108], [7.143, 0.967, 1.582], [4.940, -0.113, 1.996], [2.220, 7.432, -6.562], [3.560, 8.523, -5.679], [1.462, 8.331, -8.106], [2.905, 5.675, -7.015], [1.409, 7.285, -5.849], [7.820, 4.918, 0.920], [7.093, 5.208, -0.855], [9.675, 5.474, 1.039], [6.729, 5.750, 2.290], [7.796, 3.845, 1.103], [-0.527, -2.944, -4.812], [-2.338, -3.633, -4.726], [-0.058, -1.925, -3.228], [0.759, -4.350, -5.180], [-0.489, -2.250, -5.650], [1.738, 5.700, 2.670], [3.075, 6.786, 3.565], [0.987, 6.603, 1.126], [2.424, 3.944, 2.212], [0.924, 5.550, 3.379], [2.245, 2.747, -10.055], [3.377, 2.456, -8.506], [0.460, 3.315, -9.548], [3.058, 3.971, -11.322], [2.142, 1.788, -10.559], [3.424, 0.045, -13.274], [4.546, -0.251, -11.719], [1.635, 0.603, -12.773], [4.240, 1.280, -14.528], [3.328, -0.912, -13.785], [0.119, -11.444, 7.330], [1.495, -11.372, 5.965], [-0.512, -13.255, 7.623], [0.698, -10.606, 8.981], [-0.728, -10.867, 6.959], [-2.394, -3.942, 7.252], [-1.199, -4.222, 8.755], [-4.172, -3.423, 7.831], [-1.660, -2.688, 5.968], [-2.493, -4.899, 6.742], [1.357, -6.186, 12.043], [0.095, -4.716, 12.135], [0.663, -7.666, 10.997], [3.095, -5.605, 11.407], [1.495, -6.551, 13.059]],
  "forces_ev_per_angstrom": [[1.436, 5.544, -1.559], [-1.027, -3.734, 0.592], [-2.683, -1.218, -0.304], [-0.313, -0.330, -0.246], [-1.032, 1.250, -0.556], [2.291, -0.669, -0.589], [1.495, -0.285, -1.840], [-2.256, -0.527, 2.366], [-0.201, -0.873, -1.796], [1.050, 1.292, -0.960], [2.016, 0.415, -0.676], [-1.702, -0.523, 1.925], [0.451, 0.345, -0.588], [1.248, 1.216, 0.930], [-0.257, -0.787, 1.583], [-0.449, 0.063, -1.211], [-0.243, 0.292, 1.027], [0.635, -0.063, 0.657], [-0.215, 0.043, 0.863], [-1.656, -0.391, 0.089], [1.227, -1.198, 0.329], [-0.013, 0.232, -0.071], [0.213, -0.132, -0.260], [-0.279, 0.172, -0.020], [0.165, -0.044, 0.414], [-0.144, -0.217, 0.065], [0.220, 0.006, 0.165], [-0.197, -0.216, -0.276], [0.129, -0.208, 0.245], [-0.190, 0.502, 0.009], [0.262, 0.040, -0.311], [0.158, 0.014, 0.051], [0.109, -0.007, -0.456], [-0.224, 0.387, -0.350], [0.177, -0.008, 0.259], [-0.170, -0.270, 0.021], [0.180, -0.042, -0.186], [-0.260, 0.180, 0.303], [0.020, -0.832, -0.763], [0.061, 0.187, -0.204], [-0.118, -0.158, -0.069], [0.374, 0.044, -0.136], [0.062, -0.060, -0.274], [0.293, 0.025, 0.231], [-0.366, -0.172, 0.141], [-0.190, 0.195, -0.025], [0.169, -0.030, 0.212], [-0.091, 0.456, -0.096], [-0.509, -0.009, 0.369], [0.234, -0.247, -0.241], [-0.157, -0.035, -0.042], [-0.241, -0.001, 0.025], [-0.064, 0.369, -0.117], [0.179, -0.213, -0.331], [-0.176, -0.180, 0.188], [0.238, 0.069, 0.142], [-0.077, -0.101, 0.137], [-0.242, -0.188, -0.186], [0.179, -0.175, 0.271], [-0.150, 0.416, 0.020], [0.203, 0.052, -0.174], [-0.089, -0.090, 0.068], [0.150, -0.020, 0.359], [-0.319, -0.064, -0.040], [0.196, -0.174, -0.336], [-0.009, 0.308, -0.034], [0.023, 0.244, -0.037], [0.499, -0.204, 0.004], [-0.119, -0.251, -0.382], [-0.245, 0.225, 0.130], [-0.034, -0.220, 0.222], [-0.265, -0.078, -0.053], [-0.152, -0.153, -0.142], [0.313, -0.248, 0.711], [0.088, 0.353, 0.188], [0.220, 0.000, -0.212], [-0.012, 0.039, 0.071], [-0.177, 0.029, -0.278], [0.384, -0.094, -0.098], [-0.147, -0.236, 0.286], [0.077, 0.301, 0.200], [0.080, -0.094, -0.066], [-0.261, 0.150, -0.265], [0.247, -0.190, -0.259], [-0.178, -0.211, 0.289], [0.008, 0.281, 0.152], [-0.097, 0.087, -0.100], [-0.260, -0.035, 0.326], [0.162, 0.330, -0.034], [-0.050, -0.224, -0.322], [0.243, -0.126, 0.093], [0.142, 0.244, 0.248], [-0.183, 0.071, -0.182], [0.368, -0.105, -0.145], [-0.113, -0.194, 0.355], [-0.054, 0.647, 0.578], [0.035, -0.043, 0.142], [0.265, -0.294, -0.051], [0.096, 0.368, 0.122], [-0.372, -0.106, 0.076], [-0.039, 0.111, -0.295]],
  "spin_multiplicity": 1,
  "total_charge": -1,
  "lumo_ha": 0.022,
  "molar_mass_g_mol": 4272.65
}

Entry 2:
{
  "formula": "C4H7NO2",
  "method": "the ωB97M-V functional and the def2-TZVPD basis",
  "species": ["N", "C", "O", "C", "C", "C", "O", "H", "H", "H", "H", "H", "H", "H"],
  "xyz": [[0.472, 2.426, 0.934], [0.124, 1.099, 0.965], [-0.296, 0.545, 1.964], [0.291, 0.372, -0.355], [0.501, -1.124, -0.253], [-0.653, -1.981, -0.351], [0.194, -1.716, -1.503], [0.305, 2.974, 1.765], [0.726, 2.923, 0.093], [1.148, 0.757, -0.910], [-0.588, 0.596, -0.986], [1.304, -1.507, 0.375], [-1.607, -1.488, -0.236], [-0.615, -3.052, -0.138]],
  "forces_ev_per_angstrom": [[-0.133, -0.068, 0.230], [0.110, 0.071, -0.068], [0.184, 0.292, -0.238], [0.260, 0.085, 0.018], [-0.166, 0.424, 0.601], [-0.202, -0.743, -0.514], [-0.252, -0.179, 0.241], [-0.021, -0.103, -0.083], [-0.064, -0.356, 0.154], [0.029, 0.228, 0.051], [0.206, -0.302, 0.278], [0.420, 0.240, -0.591], [-0.349, -0.075, -0.601], [-0.022, 0.484, 0.523]],
  "spin_multiplicity": 1,
  "relative_energy_ev": 1.6324,
  "smiles": "NC(=O)C[C@H]1CO1",
  "lumo_ha": 0.030,
  "molar_mass_g_mol": 101.10
}

Entry 3:
{
  "formula": "C3H10N3",
  "method": "the ωB97M-V functional and the def2-TZVPD basis",
  "species": ["C", "N", "C", "C", "N", "N", "H", "H", "H", "H", "H", "H", "H", "H", "H", "H"],
  "xyz": [[-2.168, 0.572, -0.261], [-1.029, 0.242, 0.626], [0.285, 0.363, -0.015], [0.722, -0.739, -0.923], [1.236, -0.804, 0.415], [2.565, -0.616, 0.628], [-2.097, 1.607, -0.589], [-2.148, -0.074, -1.137], [-3.110, 0.431, 0.264], [-1.101, -0.739, 0.936], [-1.064, 0.832, 1.467], [0.656, 1.369, -0.142], [0.022, -1.520, -1.190], [1.405, -0.481, -1.727], [2.778, -0.499, 1.612], [3.048, 0.056, 0.035]],
  "forces_ev_per_angstrom": [[-0.620, 0.210, -0.490], [0.033, -0.164, 0.273], [1.592, -1.327, 0.128], [0.080, 0.019, -0.010], [-2.364, 1.127, -0.163], [1.287, 0.197, 0.054], [0.123, -0.033, 0.104], [0.120, -0.030, 0.104], [0.094, -0.034, 0.107], [0.058, 0.270, 0.107], [0.048, -0.259, -0.147], [-0.047, 0.040, 0.091], [-0.063, -0.113, -0.059], [-0.016, 0.119, 0.035], [-0.111, -0.004, -0.247], [-0.213, -0.018, 0.113]],
  "spin_multiplicity": 1,
  "relative_energy_ev": 3.7518,
  "total_charge": 1,
  "smiles": "C[NH2+][C@@H]1CN1N",
  "lumo_ha": -0.121,
  "molar_mass_g_mol": 88.13
}

Which formula does entry 1 have?
C20H24BBr48FO5PS